Below is one molecule with the formula C23H25N3O3, with properties calculated with ωB97M-V/def2-TZVPD.

Geometry as ORCA input:
```
! wB97M-V def2-TZVPD RIJCOSX def2/J DEFGRID3
* xyz 0 1
C 1.5661 7.1724 -1.8163
C 2.1888 5.8282 -1.4609
N 1.1664 4.8371 -1.1821
C 0.6074 4.0462 -2.1647
O 0.9076 4.0919 -3.3270
C -0.4048 3.1361 -1.5055
C -0.4618 3.5901 -0.0341
N -0.3246 2.5831 0.9902
C -1.4443 1.6661 1.0813
C -1.3025 0.8746 2.3861
N -0.0545 0.1478 2.4241
C 0.0510 -1.1368 1.9352
C 1.2406 -1.8646 2.1102
C 1.3496 -3.1649 1.6837
C 0.2898 -3.8094 1.0402
C 0.4576 -5.2094 0.6124
O 1.2879 -5.9444 1.1163
C -0.4371 -5.6972 -0.4745
C -0.9380 -6.9940 -0.4035
C -1.7487 -7.4854 -1.4094
C -2.0467 -6.6945 -2.5072
C -1.5285 -5.4127 -2.5982
C -0.7302 -4.9116 -1.5861
C -0.9042 -3.1062 0.8879
C -1.0226 -1.8057 1.3269
C 1.0476 1.0790 2.3149
C 0.9370 1.8692 1.0041
C 0.6505 4.6351 0.0773
O 1.0245 5.2020 1.0678
H 2.3494 7.8968 -2.0198
H 0.9419 7.0744 -2.7013
H 0.9592 7.5356 -0.9903
H 2.7871 5.4530 -2.2942
H 2.8062 5.9180 -0.5643
H -1.3618 3.2071 -2.0218
H -0.0574 2.1057 -1.5978
H -1.4054 4.1135 0.1675
H -2.3718 2.2422 1.0973
H -1.4778 0.9669 0.2274
H -2.1440 0.1994 2.5327
H -1.2863 1.5880 3.2162
H 2.0802 -1.4137 2.6157
H 2.2660 -3.7152 1.8368
H -0.6860 -7.6017 0.4529
H -2.1439 -8.4884 -1.3422
H -2.6757 -7.0793 -3.2966
H -1.7471 -4.8022 -3.4624
H -0.3126 -3.9181 -1.6659
H -1.7589 -3.5870 0.4344
H -1.9677 -1.3071 1.1795
H 2.0037 0.5622 2.3440
H 0.9955 1.7777 3.1544
H 1.7529 2.5912 0.9469
H 1.0301 1.1589 0.1614
*
```

Energy above the lowest of the compared OMol25 structures with the same formula, charge and spin: 169.3 kJ/mol
SMILES: CCN1C(=O)C[C@@H](N2CCN(c3ccc(C(=O)c4ccccc4)cc3)CC2)C1=O
Max |F|: 0.48 eV/A

Here are the Mulliken charges for atoms 1 to 5, given in e:
1 C -1.10
2 C -0.64
3 N 0.18
4 C 0.33
5 O -0.62